# 1
11
Properties=species:S:1:pos:R:3:forces:R:3 method="wB97M-V/def2-TZVPD" smiles="CCC(=O)C#N" lumo_ev=-0.12 gap_ev=11.036
C -1.562341 0.193554 -0.207530 -0.1 0.0 0.0
C -0.061238 -0.053915 -0.310890 0.0 0.0 -0.1
C 0.864585 -0.032580 0.876494 -0.3 0.1 0.3
O 0.609551 0.076317 2.044724 0.1 0.0 -0.6
C 2.260621 -0.209623 0.344811 0.9 -0.1 -0.5
N 3.226144 -0.339774 -0.280613 -0.9 0.1 0.8
H -2.080769 -0.351492 0.587006 0.3 0.0 -0.1
H -1.963120 -0.150323 -1.164793 -0.2 0.1 0.2
H -1.817223 1.253000 -0.112462 0.2 -0.1 0.1
H 0.388799 0.652007 -1.018402 -0.1 -0.1 -0.1
H 0.134992 -1.037168 -0.758345 -0.1 0.0 0.0



# 2
24
Properties=species:S:1:pos:R:3:forces:R:3 method="wB97M-V/def2-TZVPD" lumo_ev=-0.16 gap_ev=8.607
C -1.639443 -0.695696 0.870326 -1.8 1.0 -1.0
C -0.760484 2.871710 -0.324872 3.0 -1.1 1.0
C 0.596539 -2.754795 -1.052958 1.6 -4.9 1.1
C 0.069855 -0.579326 2.548222 1.9 -4.4 -1.6
C -0.195250 2.443009 -1.644901 1.0 -1.4 0.6
N 1.546879 -1.719928 -0.948138 -1.9 1.7 -1.0
N -0.376279 -0.737608 1.193275 3.5 1.7 -2.6
O -2.577927 -0.753005 1.663577 0.1 -0.1 -0.3
O 2.342572 0.560991 -0.275115 1.6 1.8 1.1
P 1.161051 -0.187862 -0.570875 -3.6 -1.7 1.2
S -0.220608 0.537643 -1.904332 -0.1 0.9 -0.6
H -1.781003 -0.478962 -0.250917 -0.3 -0.7 1.3
H -0.480587 2.259899 0.554262 0.1 -0.1 -0.7
H -0.394183 3.835209 -0.072434 0.1 1.2 0.0
H -1.758410 2.853601 -0.373161 -3.9 0.2 0.0
H 0.930434 -3.589600 -1.807129 -0.8 2.0 0.8
H 0.574639 -3.412129 -0.083798 -0.4 1.5 -1.4
H -0.349333 -2.344603 -1.240395 -1.4 0.1 -0.4
H -0.443359 -1.424435 3.063211 0.7 1.0 0.6
H 1.189363 -0.682338 2.480238 -0.8 -0.8 0.4
H 0.052680 0.336482 2.968381 -1.4 3.2 1.4
H 0.855603 2.706070 -1.704544 0.0 0.1 -0.4
H -0.775315 2.840516 -2.471671 0.2 -0.2 -0.2
H 2.432563 -1.884844 -0.616251 2.5 -0.9 0.7



# 3
30
Properties=species:S:1:pos:R:3:forces:R:3 method="wB97M-V/def2-TZVPD" spin_multiplicity=2 total_charge=+1 lumo_ev="-5.51 / -6.42" gap_ev="5.923 / 5.124"
Tc 2.171745 -0.517299 1.003495 0.6 1.0 -0.4
C -1.456987 2.358543 0.038746 0.4 -0.6 -0.4
Si -0.122731 1.334107 -0.882879 -0.1 0.8 -0.5
C 1.258202 2.587652 -1.246725 -0.2 -0.8 0.4
C -0.631732 0.679858 -2.612612 0.0 0.2 0.9
N 0.395755 -0.069455 0.167156 1.9 1.0 0.0
C -0.584219 -0.995075 0.448181 -0.9 -1.6 0.7
C -1.922104 -0.963831 0.011972 0.4 0.0 0.1
C -2.821217 -1.952303 0.357960 -0.2 -0.2 0.1
C -2.459462 -3.030269 1.153064 0.2 0.2 -0.1
C -1.152916 -3.113343 1.612333 0.3 0.1 0.0
C -0.288150 -2.113369 1.248373 -1.0 0.4 -0.6
F 1.032101 -2.163566 1.691093 -0.3 -0.3 0.1
H -1.557091 3.309106 -0.477378 0.0 0.2 -0.1
H -1.169509 2.577010 1.064179 0.2 0.0 0.1
H -2.442734 1.905769 0.068037 -0.1 -0.1 0.0
H 0.843557 3.368910 -1.870433 -0.3 0.2 -0.2
H 2.092017 2.157311 -1.791694 0.1 -0.1 -0.2
H 1.644394 3.067841 -0.353581 0.0 0.1 0.2
H -0.683260 1.531608 -3.284804 0.0 0.2 -0.1
H -1.596930 0.185283 -2.649343 -0.1 -0.1 0.0
H 0.102333 -0.009960 -3.021651 0.2 -0.1 0.1
H -2.259588 -0.153644 -0.606035 -0.1 0.1 -0.1
H -3.834648 -1.880093 -0.003198 -0.1 0.0 0.0
H -3.172233 -3.793533 1.414462 -0.1 -0.1 0.0
H -0.811369 -3.927060 2.233840 0.0 -0.1 0.0
Se 3.785727 -1.788851 2.310931 -0.5 0.0 -0.1
Te 6.101188 -1.058213 2.569038 0.2 1.1 -0.6
Te 5.961822 1.209918 1.089611 0.2 -0.9 0.6
Se 3.578039 1.256950 0.317863 -0.9 -0.7 0.2



# 4
9
Properties=species:S:1:pos:R:3:forces:R:3 method="wB97M-V/def2-TZVPD" total_charge=+1 lumo_ev=-4.65 gap_ev=4.105
H -0.123262 -3.540171 2.873236 -2.5 -2.7 1.8
O -1.144634 -3.851580 3.015117 2.8 -1.5 2.1
C -1.495871 -2.824628 2.270888 1.5 1.1 -2.3
C -0.351653 -2.150414 1.931340 -2.4 2.0 -1.3
O -0.250709 -1.308043 0.920834 1.1 0.8 -2.9
Li 0.198457 -2.309080 -0.684338 -0.7 0.3 1.7
Cs 1.711632 1.614748 -1.495155 -0.1 0.1 0.3
H -2.442366 -2.867686 1.749574 -0.2 0.3 0.2
H 0.379679 -1.998289 2.714338 0.6 -0.5 0.5



# 5
44
Properties=species:S:1:pos:R:3:forces:R:3 method="wB97M-V/def2-TZVPD" smiles="CCOC(=O)Cc1csc(NC(=O)CSc2nnc(C3CC3)n2C)n1" lumo_ev=0.47 gap_ev=8.762
C 4.128774 0.239146 -2.893287 -0.2 0.1 0.4
C 3.989626 0.916356 -1.543314 0.5 0.1 -0.1
O 2.644927 0.734740 -1.088266 -0.1 -0.2 -0.3
C 2.348640 1.205978 0.123310 -0.3 0.1 0.2
O 3.130102 1.786617 0.827185 0.2 0.0 0.0
C 0.898230 0.907460 0.445133 0.2 0.0 0.1
C 0.515772 1.227426 1.851059 0.4 0.8 0.2
C 0.874802 2.325961 2.564702 -0.2 -0.2 0.0
S 0.203295 2.271756 4.151740 -0.2 -0.6 -0.4
C -0.538199 0.731367 3.715116 0.7 1.1 -0.2
N -1.297212 0.080194 4.646147 -0.2 0.2 0.7
C -1.966398 -1.122822 4.574645 0.0 0.0 -0.1
O -2.515395 -1.550544 5.561478 -0.1 -0.2 0.1
C -1.978003 -1.826087 3.246673 -0.3 -0.2 -0.4
S -3.040255 -0.909160 2.079557 -0.3 -0.1 0.3
C -2.122566 -1.183517 0.629664 0.1 -0.1 0.0
N -1.089162 -1.967472 0.502853 -0.5 0.0 1.0
N -0.664651 -1.870460 -0.768827 0.3 0.0 -1.2
C -1.443520 -1.040692 -1.407248 0.0 -0.1 0.3
C -1.309511 -0.644151 -2.806930 -0.1 0.1 -0.1
C 0.035452 -0.157385 -3.293939 0.1 0.2 -0.1
C -0.463396 -1.497933 -3.711703 0.0 0.0 -0.1
N -2.405792 -0.559343 -0.553383 0.6 -0.5 0.2
C -3.461237 0.374607 -0.818074 -0.3 0.2 -0.2
N -0.281604 0.346518 2.517695 -0.3 -0.6 0.2
H 3.449520 0.689125 -3.612296 0.0 0.0 -0.1
H 3.890716 -0.817311 -2.806119 0.0 -0.1 0.0
H 5.148386 0.346608 -3.251125 0.1 0.0 -0.1
H 4.197667 1.990282 -1.608320 0.0 -0.2 0.1
H 4.671455 0.481852 -0.804579 -0.1 0.1 -0.1
H 0.283430 1.474611 -0.261250 0.0 -0.1 -0.1
H 0.718693 -0.154094 0.262422 0.0 0.1 -0.1
H 1.502660 3.138349 2.266394 0.2 0.1 -0.1
H -1.349710 0.521093 5.557893 -0.1 -0.2 -0.1
H -2.394102 -2.825023 3.372805 0.1 0.1 0.1
H -0.994442 -1.857165 2.779171 0.0 -0.1 0.1
H -2.192339 -0.177065 -3.225428 0.1 0.0 -0.1
H 0.839335 -0.117379 -2.575952 0.0 0.0 0.1
H 0.040733 0.643176 -4.018956 0.0 0.0 -0.1
H -0.007176 -2.363699 -3.259815 0.0 0.0 0.1
H -0.796951 -1.638672 -4.728379 -0.1 0.1 -0.1
H -3.893504 0.688843 0.130937 0.0 0.1 -0.1
H -4.241247 -0.088062 -1.427178 0.0 0.1 0.1
H -3.065840 1.245973 -1.342212 -0.1 0.0 0.1



# 6
81
Properties=species:S:1:pos:R:3:forces:R:3 method="wB97M-V/def2-TZVPD" smiles="O=C1OC[C@@H](F)O1.O=C1OC[C@@H](F)O1.O=C1OC[C@@H](F)O1.COP(=O)(OC)OC.COP(=O)(OC)OC.COP(=O)(OC)OC" lumo_ev=0.06 gap_ev=10.546
O 0.564946 1.715994 1.789075 0.9 -2.4 -2.1
C 0.589933 0.977965 0.813415 2.2 1.7 2.1
O 1.615280 0.176955 0.297992 1.6 0.9 2.4
C 1.286524 -0.302409 -0.975592 -0.2 -1.3 0.9
C -0.181912 -0.215568 -0.867214 -1.1 1.5 -1.3
F -0.867196 -1.204095 -0.228373 0.6 -0.4 -0.9
O -0.368623 0.909486 -0.037909 -2.8 0.0 -1.9
H 1.697355 0.282028 -1.798847 -0.1 0.3 0.2
H 1.544373 -1.348862 -1.138490 0.5 0.0 0.4
H -0.474052 0.039022 -1.885999 -1.5 -0.5 0.3
O 0.840773 -1.999676 -6.357968 -0.7 2.2 -0.9
C 0.570628 -1.030551 -7.042494 0.5 -2.3 2.2
O -0.018039 0.097876 -6.673780 -0.8 -0.3 2.6
C -0.107580 1.035162 -7.709021 -0.4 0.6 1.4
C 0.311102 0.205999 -8.867867 -0.9 0.4 -1.5
F 1.225327 0.908234 -9.552940 1.3 0.1 -0.7
O 0.809105 -0.969157 -8.329260 1.0 -0.3 -2.1
H -1.099825 1.486326 -7.706809 -0.1 -0.4 -0.4
H 0.575800 1.831359 -7.413797 0.3 0.1 -0.8
H -0.453590 -0.064698 -9.595928 -0.2 0.0 0.1
O 0.455063 -6.906654 -0.223241 0.9 1.2 1.6
C 0.986800 -6.280639 0.676615 -1.5 -0.3 -4.7
O 1.503394 -5.058549 0.521554 0.7 1.8 0.6
C 2.123685 -4.615323 1.763704 0.7 -1.3 -0.3
C 1.898277 -5.826738 2.684843 0.0 1.0 -1.1
F 1.176992 -5.418217 3.738501 -0.6 -0.4 0.8
O 1.143939 -6.708972 1.864838 0.8 -1.6 4.3
H 3.203652 -4.510411 1.659983 -0.1 0.2 -0.6
H 1.760578 -3.689518 2.209942 -0.6 -0.2 -0.4
H 2.827655 -6.273108 3.038573 -0.3 -0.4 0.0
C -1.512682 -0.388012 6.444995 -0.1 -1.3 -0.4
O -2.741285 0.285491 6.676474 0.1 1.2 1.0
P -3.084236 0.823712 8.183391 0.5 -2.8 -0.1
O -2.204454 0.158354 9.190730 -0.9 1.3 -1.0
O -3.094140 2.412558 8.122216 -1.1 -1.6 0.4
C -1.963384 3.089814 7.623109 0.5 1.4 -0.1
O -4.613927 0.358054 8.248878 -0.1 1.5 -0.2
C -5.027490 -1.020353 8.377395 1.3 0.0 0.4
H -0.642081 0.241700 6.261658 -0.2 0.3 0.1
H -1.716911 -1.004014 5.569250 0.3 0.2 -0.2
H -1.296669 -1.102889 7.238969 0.1 0.3 0.3
H -2.233709 3.563637 6.679436 0.2 -0.5 -0.3
H -1.043763 2.506763 7.573717 -0.2 -0.2 -0.2
H -1.769433 3.936446 8.281665 0.0 -0.2 0.3
H -5.680684 -1.382656 7.583571 -0.2 0.8 0.0
H -5.466243 -1.114186 9.370770 -0.1 -0.2 -0.2
H -4.129941 -1.634514 8.304512 0.0 -0.2 0.3
C 6.290699 -1.986374 -6.088121 0.0 0.3 -2.1
O 6.202889 -2.715210 -4.913959 0.6 0.6 3.4
P 6.787924 -1.974645 -3.531242 -0.4 -0.9 -0.9
O 6.713470 -2.815073 -2.317894 -0.3 0.9 -1.2
O 5.983302 -0.523015 -3.502049 0.4 -4.2 -0.8
C 6.481353 0.470372 -2.699042 1.4 2.4 0.7
O 8.318879 -1.651910 -3.943074 -1.1 0.9 0.1
C 9.191791 -2.732113 -4.317673 0.0 0.3 0.1
H 5.293511 -1.763478 -6.467638 -0.1 0.7 0.4
H 6.677769 -2.585043 -6.912669 0.4 -0.6 0.3
H 6.986627 -1.149655 -6.027345 -0.4 0.4 0.1
H 7.125747 1.031476 -3.375818 0.0 0.8 0.4
H 7.095441 0.239562 -1.828569 0.0 -1.0 -0.1
H 5.699615 1.093894 -2.265214 -0.3 0.0 -0.5
H 9.302467 -2.762742 -5.401612 -0.5 -0.3 -0.1
H 8.792163 -3.644900 -3.875839 0.5 -0.2 -0.2
H 10.197365 -2.481462 -3.979849 -0.2 -0.1 0.5
C -5.530094 1.648539 -0.816405 0.7 -0.4 -1.6
O -5.928528 2.543340 0.177760 -0.8 2.0 1.6
P -6.018050 4.151990 -0.061945 0.7 0.0 0.4
O -6.267261 4.568663 -1.435900 0.4 -0.2 -0.3
O -4.641328 4.786147 0.552551 -1.7 -0.2 -2.2
C -4.271046 4.505096 1.850710 0.5 -1.8 1.5
O -7.131286 4.686134 0.956313 0.1 -1.6 -0.6
C -7.762322 5.920347 0.662798 -0.1 1.9 0.7
H -5.091167 2.227753 -1.628776 0.1 -0.3 -0.2
H -6.327466 1.037307 -1.239114 -0.5 0.4 0.2
H -4.812234 0.909528 -0.460564 0.2 0.4 0.5
H -3.924377 5.388247 2.387326 -0.2 -0.1 -0.1
H -3.510649 3.724167 1.844199 0.7 0.4 -0.1
H -5.033099 3.942131 2.389617 -0.5 0.7 0.3
H -7.309100 6.618745 1.366316 -0.1 0.3 -0.1
H -8.834497 5.969105 0.852990 0.0 -0.9 0.3
H -7.667839 6.349910 -0.334508 0.6 -0.7 -0.2



Short version: M = 83.09, 196.21, 693.41, 198.89, 381.48, 738.38 g/mol, in the order given.
Short version: energy above the lowest of the compared OMol25 structures with the same formula, charge and spin = 20.6, 42.7, 26.8, 44.4, 2.6, 68.9 kcal per mole, in the order given.